81
Properties=species:S:1:pos:R:3:forces:R:3:nbo_charge:R:1 method="wB97M-V/def2-TZVPD" gap_ev=8.0 smiles="CCCCOc1ccc([C@@H]2/C(=C(/O)c3ccc4c(c3)C[C@H](C)O4)C(=O)C(=O)N2CCCN2CCOCC2)cc1OC" e_tot_ev=-51145.9113 multiplicity=1
C -6.2236 -4.7196 0.0395 -0.12 0.22 -0.07 -0.597
C -6.3022 -3.1999 -0.0392 0.25 -0.08 0.13 -0.391
C -5.1022 -2.5401 0.6327 -0.15 0.38 -0.07 -0.425
C -5.1787 -1.0172 0.5439 -0.42 -0.46 -0.18 -0.056
O -4.1236 -0.3780 1.2425 0.32 0.22 -0.04 -0.519
C -2.8203 -0.5396 0.8787 0.13 0.06 0.19 0.324
C -1.9092 -0.3128 1.9048 -0.24 -0.06 -0.15 -0.264
C -0.5463 -0.3225 1.6858 0.09 -0.13 -0.23 -0.251
C -0.0544 -0.5987 0.4218 -0.11 -0.19 0.22 0.064
C 1.4286 -0.5420 0.1408 -0.25 0.23 0.07 -0.097
C 1.7903 0.0265 -1.2049 0.28 0.03 -0.13 -0.258
C 1.2612 1.0978 -1.8809 0.18 -0.30 0.10 0.476
O 1.6763 1.3803 -3.1091 0.00 -0.06 -0.04 -0.647
C 0.1335 1.8956 -1.3966 0.05 0.34 -0.20 -0.164
C -0.8696 2.2281 -2.3092 0.18 -0.07 0.09 -0.155
C -2.0390 2.8470 -1.9092 -0.27 0.12 0.13 -0.267
C -2.1817 3.1501 -0.5655 0.65 -0.26 0.06 0.315
C -1.1603 2.8749 0.3494 -0.36 0.12 -0.08 -0.014
C -0.0062 2.2519 -0.0504 -0.05 0.11 -0.36 -0.166
C -1.6097 3.3481 1.6983 0.04 0.13 -0.04 -0.467
C -3.0469 3.8407 1.4127 -0.17 0.05 0.80 0.106
C -4.1094 3.0170 2.1302 0.19 0.25 -0.36 -0.632
O -3.2523 3.7403 -0.0076 -0.20 0.02 -0.43 -0.473
C 2.6883 -0.8768 -1.8687 -0.23 0.78 -0.30 0.447
O 3.1974 -0.7169 -2.9780 0.06 -0.26 0.16 -0.586
C 2.8296 -2.0906 -0.9728 0.06 -0.58 0.12 0.590
O 3.4877 -3.0908 -1.1703 0.21 0.05 -0.16 -0.603
N 2.0381 -1.8607 0.0975 -0.22 0.10 -0.23 -0.398
C 1.9816 -2.7551 1.2217 0.08 -0.21 0.32 -0.225
C 2.8183 -2.2791 2.4153 0.16 -0.05 -0.31 -0.410
C 4.2641 -1.9699 2.0170 -0.17 -0.03 0.18 -0.224
N 4.3784 -0.6803 1.3504 0.15 0.08 0.02 -0.465
C 4.4739 0.4249 2.2891 -0.04 0.28 -0.19 -0.256
C 4.4799 1.7437 1.5149 -0.13 -0.08 0.36 -0.060
O 5.5583 1.8038 0.6171 0.14 0.11 0.06 -0.524
C 5.5041 0.7236 -0.2876 0.12 -0.37 -0.13 -0.075
C 5.5116 -0.6204 0.4386 0.04 0.30 -0.17 -0.258
C -0.9509 -0.8861 -0.5986 -0.10 -0.11 0.11 -0.308
C -2.3236 -0.8298 -0.4085 -0.04 -0.02 -0.08 0.230
O -3.2210 -1.0256 -1.4217 -0.06 0.11 0.51 -0.511
C -2.7369 -1.2830 -2.7178 0.08 -0.04 -0.23 -0.250
H -6.2010 -5.0473 1.0764 0.01 -0.09 0.10 0.202
H -7.0851 -5.1727 -0.4449 -0.05 -0.13 -0.03 0.209
H -5.3234 -5.0809 -0.4526 0.09 -0.09 -0.04 0.202
H -7.2206 -2.8572 0.4425 -0.06 0.06 -0.05 0.195
H -6.3409 -2.8904 -1.0858 -0.08 0.06 -0.04 0.195
H -5.0578 -2.8315 1.6849 0.04 -0.02 0.03 0.202
H -4.1833 -2.8807 0.1516 0.06 -0.04 0.01 0.204
H -5.2091 -0.6965 -0.5005 -0.05 -0.01 0.19 0.193
H -6.0783 -0.6565 1.0516 0.06 -0.06 -0.09 0.185
H -2.3106 -0.1042 2.8845 -0.09 0.02 0.11 0.224
H 0.1279 -0.1059 2.5009 0.14 0.06 0.11 0.210
H 1.9187 0.0285 0.9425 -0.05 -0.05 -0.02 0.216
H 2.3644 0.7069 -3.3763 -0.12 0.03 0.20 0.520
H -0.7274 1.9714 -3.3481 0.01 -0.02 -0.09 0.229
H -2.8212 3.0828 -2.6120 -0.10 0.03 -0.10 0.228
H 0.7903 2.0686 0.6515 0.12 -0.10 0.12 0.215
H -0.9716 4.1482 2.0772 -0.01 -0.02 0.04 0.224
H -1.6087 2.5331 2.4230 -0.01 0.00 0.07 0.225
H -3.1691 4.9005 1.6672 0.07 -0.17 -0.08 0.185
H -5.0987 3.3638 1.8435 -0.12 0.01 0.02 0.218
H -4.0179 1.9672 1.8613 0.02 -0.12 0.00 0.229
H -3.9960 3.1246 3.2056 0.02 0.01 0.14 0.210
H 2.3699 -3.7128 0.8646 -0.11 0.06 0.05 0.236
H 0.9367 -2.8795 1.5258 0.08 -0.04 -0.08 0.210
H 2.8149 -3.0718 3.1646 -0.08 0.02 0.07 0.219
H 2.3583 -1.3974 2.8625 -0.02 0.04 0.14 0.193
H 4.9106 -2.0108 2.9100 0.04 -0.01 -0.09 0.175
H 4.6029 -2.7413 1.3230 0.05 -0.02 0.02 0.218
H 5.3988 0.3605 2.8911 -0.07 -0.02 0.00 0.172
H 3.6200 0.4051 2.9702 0.00 0.03 0.04 0.197
H 3.5317 1.8482 0.9624 0.02 0.00 0.06 0.155
H 4.5968 2.5897 2.1952 -0.08 -0.06 -0.02 0.193
H 6.3800 0.8168 -0.9307 -0.08 -0.05 -0.02 0.199
H 4.5943 0.7999 -0.9006 0.08 0.01 0.01 0.166
H 5.4241 -1.4251 -0.2928 0.06 -0.04 -0.01 0.225
H 6.4676 -0.7313 0.9800 -0.02 -0.03 -0.04 0.169
H -0.5548 -1.1194 -1.5733 0.00 0.02 -0.17 0.229
H -2.1644 -2.2149 -2.7589 0.00 0.04 0.01 0.180
H -2.1219 -0.4561 -3.0855 0.01 -0.04 0.01 0.183
H -3.6236 -1.3797 -3.3427 0.09 0.00 -0.01 0.202


80
Properties=species:S:1:pos:R:3:forces:R:3:mulliken_charge:R:1 method="wB97M-V/def2-TZVPD" gap_ev=7.9 smiles=c1cc[nH]c1.c1cc[nH]c1.c1cc[nH]c1.c1cc[nH]c1.c1cc[nH]c1.c1cc[nH]c1.c1cc[nH]c1.c1cc[nH]c1 relative_energy_ev=17.4104 e_tot_ev=-45734.9116 multiplicity=1
C 6.2090 15.6410 18.5600 -0.66 1.52 0.77 -0.417
C 7.5820 16.1920 18.6160 -4.14 3.96 0.27 -0.315
C 7.3670 17.6970 18.7510 -1.42 -4.72 0.24 -0.691
N 6.0020 17.9420 18.8770 -0.38 -2.88 -0.52 -0.038
C 5.1970 16.7340 18.7660 13.24 -0.77 -0.71 -0.793
H 5.9850 14.5010 18.4420 0.25 2.52 0.25 0.269
H 8.5060 15.6380 18.6230 -0.06 0.16 -0.36 0.774
H 8.0660 18.4900 18.8510 0.42 0.38 0.04 0.451
H 5.5980 18.8450 19.0900 0.26 -0.21 -0.17 0.228
H 4.2620 16.6510 18.7750 -7.54 -0.08 0.17 0.627
C 13.3520 19.8390 24.0310 0.86 -4.06 6.77 -0.144
C 14.6630 19.8330 24.9000 -10.61 -5.26 2.29 -0.826
C 14.3020 19.0240 26.1490 0.07 2.21 -4.40 -0.860
N 12.9990 18.5600 25.9790 -0.08 -1.34 1.96 -0.040
C 12.3190 18.8980 24.8900 2.33 3.61 -4.94 -0.324
H 13.2130 20.3870 23.1420 -0.39 0.28 -0.79 0.556
H 15.4340 20.3740 24.6710 4.57 2.76 -0.95 0.664
H 14.9010 18.7810 27.0120 -0.21 -0.05 -0.05 0.363
H 12.5070 17.9020 26.6340 1.21 1.08 -0.67 0.263
H 11.2630 18.5200 24.5900 2.21 0.71 0.85 0.284
C 17.6110 19.7980 21.2780 -2.58 3.44 -1.69 -0.279
C 18.3550 21.1470 21.5380 -5.28 -1.26 -3.13 -0.661
C 17.3950 22.1650 20.8650 1.73 -2.67 1.70 -0.446
N 16.2260 21.5160 20.4930 0.36 -1.52 -1.53 -0.032
C 16.3220 20.0820 20.5590 6.77 4.50 4.16 -0.620
H 17.8450 18.7520 21.5140 0.36 0.79 0.10 0.401
H 19.3250 21.1450 22.0600 -0.76 0.72 -0.61 0.366
H 17.4680 23.2240 20.5230 0.27 -1.04 0.96 0.338
H 15.4700 21.9680 19.8940 1.74 -0.77 1.28 0.287
H 15.5970 19.5170 20.1750 -2.68 -2.25 -1.21 0.672
C 10.4770 21.9560 24.0410 0.88 0.85 -3.11 0.068
C 10.6470 22.0860 22.5400 -0.17 3.09 0.46 0.141
C 10.7480 23.6010 22.1920 -0.34 -4.15 3.40 -0.792
N 10.6910 24.2210 23.5030 -0.05 -1.71 -0.93 -0.055
C 10.5470 23.2550 24.5510 -0.33 1.20 -1.83 -0.766
H 10.4650 20.9100 24.4410 -0.17 1.67 0.20 0.141
H 10.6450 21.1480 21.8470 0.06 2.28 1.17 0.333
H 10.8370 24.1160 21.2030 -0.05 -0.46 1.45 0.346
H 10.7550 25.2280 23.7820 -0.11 -1.57 -0.99 0.241
H 10.3570 23.8110 25.4740 0.26 -1.17 0.13 0.351
C 12.3080 12.4060 18.7180 -1.35 1.56 1.50 -0.288
C 10.8170 12.6360 18.6970 7.62 2.48 11.26 -0.550
C 10.4640 13.1290 20.1290 4.85 -2.99 -6.22 -0.781
N 11.6670 13.0960 20.8300 -1.00 1.02 -0.46 -0.105
C 12.8100 12.7810 20.0730 -0.24 -0.51 -1.69 -0.391
H 12.8860 12.1570 17.7510 -0.79 0.32 2.17 0.290
H 10.2170 12.4760 18.0010 -5.17 -1.32 -6.06 0.716
H 9.5170 13.2860 20.4980 -1.61 0.49 1.20 0.542
H 11.5950 13.6130 21.7120 1.04 -0.66 -0.28 0.299
H 13.9310 12.8550 20.5400 -3.34 -0.25 -1.30 0.252
C 11.0360 18.3270 20.3470 5.85 -6.35 -2.13 -1.008
C 12.6070 18.5110 20.2790 -3.89 -6.71 -0.51 -0.675
C 13.1640 17.1210 20.0400 -9.62 5.05 0.55 -0.761
N 12.0340 16.2600 19.9300 -0.29 4.63 0.44 0.140
C 10.7530 16.8700 20.0510 5.34 5.12 1.13 -0.366
H 10.4000 19.0460 20.6210 -2.50 2.55 0.63 0.894
H 13.1570 19.3360 20.6040 0.68 1.16 0.22 0.497
H 14.1110 16.9210 20.1410 4.81 -1.94 0.21 0.740
H 12.0160 15.3120 19.8320 0.70 -3.02 -0.62 0.256
H 9.9020 16.3120 19.8050 -0.96 -0.44 0.11 0.113
C 15.7810 14.2940 23.8120 -1.36 4.45 1.02 -0.463
C 16.0240 15.1610 22.6290 -1.78 0.68 2.63 -0.706
C 15.3880 16.5120 23.0040 4.02 -3.21 -4.54 -0.179
N 14.8970 16.5330 24.1830 1.52 -6.69 2.63 -0.083
C 15.1840 15.1930 24.8490 1.20 1.06 -7.26 -0.696
H 15.9700 13.2050 23.9110 0.00 1.15 0.08 0.357
H 16.5930 14.7290 21.7450 -1.07 1.39 1.04 0.308
H 15.6130 17.4510 22.5280 -0.45 0.08 -0.55 0.375
H 14.5300 17.3330 24.5760 -0.78 1.89 1.31 0.602
H 14.8380 15.1130 25.7790 -1.28 -0.81 3.46 0.527
C 7.7290 18.7540 24.5480 2.17 -2.26 -2.09 -0.749
C 8.2710 18.3310 23.1350 -1.86 -2.46 0.70 0.543
C 7.5860 17.0060 22.8340 2.30 3.09 0.28 -0.653
N 6.8640 16.6930 24.0080 -0.72 -1.80 -1.03 -0.007
C 6.9700 17.6380 24.9930 -0.78 1.36 1.59 -0.181
H 8.2630 19.5480 25.1580 -1.36 -1.03 -0.83 0.289
H 9.1110 18.8040 22.4240 -2.38 -1.01 1.96 0.099
H 7.7310 16.3740 21.8170 -0.77 1.40 3.00 0.206
H 6.2660 15.8090 24.1600 1.51 2.22 -0.63 0.276
H 6.3400 17.4720 26.0290 1.92 0.53 -2.98 0.255